ORCA calculation (the ωB97M-V functional and the def2-TZVPD basis) on one molecule with the formula C18H22Cl2NO3P at a distorted geometry.

Last column: natural (NBO) charge in e.
Atoms and positions in Å:
C (-2.080, -3.115, 2.082)  -0.601
H (-1.380, -2.550, 2.691)  0.212
H (-1.751, -4.151, 2.055)  0.221
H (-3.066, -3.064, 2.534)  0.212
C (-2.120, -2.555, 0.661)  -0.079
N (-0.777, -2.595, 0.104)  -0.673
H (-0.189, -1.949, 0.628)  0.399
C (-0.706, -2.306, -1.317)  -0.240
H (-1.406, -1.521, -1.642)  0.182
H (-0.960, -3.228, -1.856)  0.196
C (0.718, -1.875, -1.680)  0.092
C (0.998, -0.422, -1.278)  -0.822
P (2.064, -0.439, 0.219)  2.166
O (1.490, -1.057, 1.430)  -1.131
O (2.173, 1.166, 0.424)  -0.995
H (2.284, 1.361, 1.355)  0.507
C (3.787, -0.975, -0.208)  -0.821
C (4.727, 0.183, -0.158)  0.086
C (5.293, 0.579, 1.048)  -0.260
C (6.141, 1.671, 1.102)  -0.188
C (6.431, 2.384, -0.049)  -0.225
C (5.865, 2.002, -1.253)  -0.196
C (5.015, 0.910, -1.306)  -0.243
H (4.575, 0.615, -2.247)  0.206
H (6.085, 2.555, -2.154)  0.214
H (7.096, 3.234, -0.009)  0.214
H (6.578, 1.966, 2.046)  0.212
H (5.065, 0.022, 1.947)  0.211
H (4.043, -1.737, 0.528)  0.261
H (3.771, -1.435, -1.193)  0.260
H (1.522, 0.127, -2.058)  0.250
H (0.093, 0.131, -1.026)  0.255
O (1.671, -2.699, -1.038)  -0.742
H (1.219, -3.151, -0.310)  0.503
H (0.866, -1.997, -2.761)  0.187
C (-2.681, -1.146, 0.629)  0.070
C (-3.769, -0.835, -0.173)  -0.260
C (-4.232, 0.469, -0.268)  -0.051
C (-3.607, 1.480, 0.454)  -0.079
C (-2.518, 1.176, 1.257)  -0.207
C (-2.055, -0.124, 1.337)  -0.246
H (-1.192, -0.337, 1.949)  0.236
H (-2.038, 1.965, 1.812)  0.232
Cl (-4.172, 3.107, 0.349)  0.029
Cl (-5.572, 0.827, -1.293)  0.028
H (-4.267, -1.609, -0.739)  0.228
H (-2.752, -3.202, 0.040)  0.193

Summary:
Maximum force ... 0.023 hartree/bohr
LUMO ... 0.64 eV
SMILES ... C[C@H](NC[C@H](O)C[P@](=O)(O)Cc1ccccc1)c1ccc(Cl)c(Cl)c1

ORCA calculation (the ωB97M-V functional and the def2-TZVPD basis) on C18H22CuN4O5S as an isolated structure.

Last column: natural (NBO) charge in e.
Atoms and positions in Å:
Cu (-1.089, 0.177, -0.263)  1.429
O (-6.839, 1.311, 0.272)  -0.644
C (-5.556, 0.911, 0.128)  0.359
C (-4.897, 0.175, 1.119)  -0.303
C (-3.588, -0.177, 0.872)  0.143
N (-3.030, 0.148, -0.278)  -0.576
C (-3.602, 0.903, -1.202)  0.126
C (-4.908, 1.305, -1.048)  -0.268
C (-2.607, 1.327, -2.291)  0.755
O (-3.011, 1.847, -3.305)  -0.606
O (-1.358, 1.070, -1.983)  -0.858
C (-2.582, -0.819, 1.836)  0.747
O (-2.987, -1.365, 2.839)  -0.618
O (-1.342, -0.690, 1.454)  -0.815
H (-7.174, 1.026, 1.130)  0.486
H (-5.367, -0.087, 2.059)  0.242
H (-5.403, 1.923, -1.784)  0.257
N (-0.348, -1.656, -1.309)  -0.889
C (0.443, -2.504, -0.476)  0.243
C (1.801, -2.254, -0.340)  -0.297
C (2.568, -3.036, 0.511)  -0.182
C (1.982, -4.063, 1.240)  -0.238
C (0.622, -4.301, 1.103)  -0.174
C (-0.147, -3.531, 0.244)  -0.262
H (-1.218, -2.086, -1.595)  0.399
H (0.151, -1.340, -2.131)  0.401
H (2.256, -1.446, -0.902)  0.202
H (3.629, -2.839, 0.607)  0.211
H (2.580, -4.670, 1.907)  0.217
H (0.149, -5.091, 1.673)  0.220
H (-1.212, -3.709, 0.158)  0.217
C (4.204, 1.544, 1.821)  -0.613
C (2.922, 0.907, 1.313)  -0.227
N (1.764, 1.791, 1.426)  -0.598
C (0.864, 2.093, 0.472)  0.311
S (-0.706, 2.569, 0.897)  -0.283
N (1.228, 1.997, -0.837)  -0.650
C (2.524, 2.378, -1.401)  -0.221
C (3.034, 1.355, -2.401)  -0.611
H (5.034, 0.839, 1.745)  0.218
H (4.106, 1.833, 2.868)  0.215
H (4.456, 2.440, 1.251)  0.207
H (2.698, 0.002, 1.882)  0.214
H (3.020, 0.602, 0.277)  0.203
H (1.381, 1.908, 2.352)  0.420
H (0.428, 2.121, -1.452)  0.447
H (3.232, 2.530, -0.590)  0.202
H (2.406, 3.348, -1.891)  0.205
H (3.181, 0.380, -1.931)  0.196
H (3.985, 1.676, -2.829)  0.220
H (2.323, 1.228, -3.218)  0.220

Summary:
2S+1 ... 2
Maximum force ... 0.010 hartree/bohr
LUMO (spin up / spin down) ... 0.45 / -0.56 eV
⟨S²⟩ ... 0.753

ORCA calculation (the ωB97M-V functional and the def2-TZVPD basis) on a 2-piece molecular cluster, C18H22F2N3 overall at a distorted geometry.

Last column: natural (NBO) charge in e.
Atoms and positions in Å:
F (4.350, 2.498, 5.736)  -0.292
C (3.757, 1.958, 4.618)  0.504
C (2.369, 1.795, 4.599)  -0.295
C (1.788, 1.429, 3.396)  -0.058
C (2.543, 1.165, 2.214)  -0.198
C (1.828, 1.019, 0.992)  0.147
C (2.357, 0.796, -0.309)  -0.191
C (1.456, 0.297, -1.289)  -0.068
C (1.868, -0.102, -2.544)  -0.297
C (3.231, 0.032, -2.820)  0.502
F (3.664, -0.306, -4.065)  -0.292
C (4.176, 0.556, -1.934)  -0.292
C (3.704, 1.042, -0.718)  -0.082
C (3.967, 1.090, 2.405)  -0.076
C (4.571, 1.631, 3.537)  -0.292
H (1.772, 1.997, 5.483)  0.265
H (0.707, 1.344, 3.347)  0.234
H (0.749, 1.113, 1.053)  0.243
H (0.407, 0.242, -1.008)  0.264
H (1.156, -0.490, -3.278)  0.266
H (5.238, 0.600, -2.192)  0.264
H (4.364, 1.607, -0.064)  0.229
H (4.598, 0.632, 1.649)  0.235
H (5.656, 1.798, 3.596)  0.267
C (-3.316, -3.044, -1.983)  -0.389
N (-2.520, -1.957, -1.453)  -0.440
C (-1.096, -2.190, -1.608)  -0.414
C (-2.846, -0.882, -0.661)  0.650
N (-1.835, -0.368, 0.028)  -0.932
N (-4.120, -0.317, -0.654)  -0.445
C (-5.405, -0.891, -1.016)  -0.392
C (-4.247, 1.122, -0.363)  -0.409
H (-4.392, -2.910, -1.938)  0.203
H (-3.029, -3.164, -3.033)  0.201
H (-3.052, -3.974, -1.450)  0.197
H (-0.565, -1.338, -1.191)  0.240
H (-0.762, -3.084, -1.078)  0.192
H (-0.841, -2.282, -2.662)  0.185
H (-2.140, 0.116, 0.871)  0.351
H (-5.328, -1.887, -1.438)  0.199
H (-6.072, -0.936, -0.140)  0.200
H (-5.883, -0.248, -1.760)  0.199
H (-3.241, 1.564, -0.383)  0.221
H (-4.893, 1.607, -1.121)  0.203
H (-4.693, 1.322, 0.629)  0.193

Summary:
Net charge ... +1
Maximum force ... 0.042 hartree/bohr
LUMO ... -5.73 eV

ORCA calculation (the ωB97M-V functional and the def2-TZVPD basis) on C18H22F3IN7O3OsS as an isolated structure.

Last column: natural (NBO) charge in e.
Atoms and positions in Å:
Os (-0.036, 1.692, 0.454)  1.377
C (-0.213, -1.672, 4.157)  -0.414
N (0.597, -0.455, 4.206)  -0.307
C (1.741, -0.287, 4.961)  -0.055
C (2.201, 0.963, 4.724)  -0.038
N (1.321, 1.539, 3.839)  -0.501
C (0.352, 0.671, 3.525)  0.260
S (-1.004, 0.946, 2.478)  -0.015
H (0.408, -2.504, 4.476)  0.248
H (-0.539, -1.839, 3.134)  0.239
H (-1.078, -1.569, 4.809)  0.230
H (2.130, -1.075, 5.580)  0.259
H (3.073, 1.475, 5.089)  0.264
H (1.391, 2.461, 3.417)  0.464
C (-0.729, -4.063, -1.475)  -0.586
C (0.173, -2.857, -1.771)  -0.175
C (0.304, -2.631, -3.283)  -0.592
C (1.556, -3.041, -1.131)  -0.597
C (-0.449, -1.661, -1.176)  0.451
N (-0.935, -0.728, -0.710)  -0.511
H (-0.272, -4.953, -1.908)  0.228
H (-1.718, -3.935, -1.914)  0.221
H (-0.838, -4.221, -0.402)  0.220
H (0.734, -3.528, -3.730)  0.228
H (0.963, -1.791, -3.497)  0.235
H (-0.668, -2.453, -3.743)  0.218
H (2.038, -3.904, -1.590)  0.230
H (1.473, -3.232, -0.060)  0.221
H (2.182, -2.165, -1.300)  0.232
N (1.579, 0.663, 0.792)  -0.517
C (2.371, -0.056, 1.269)  0.558
C (3.290, -0.842, 1.881)  -0.474
C (4.516, -0.274, 2.325)  0.265
N (5.480, 0.222, 2.710)  -0.256
C (2.873, -2.144, 2.273)  0.291
N (2.461, -3.159, 2.628)  -0.310
F (-0.888, 1.280, -3.906)  -0.335
C (0.432, 1.572, -3.809)  0.892
F (0.581, 2.865, -4.094)  -0.301
F (1.078, 0.852, -4.710)  -0.291
C (0.908, 1.252, -2.372)  0.707
O (0.212, 1.960, -1.515)  -0.753
O (1.742, 0.422, -2.150)  -0.549
I (1.088, 4.037, 1.258)  -0.265
C (-4.035, 2.551, -2.821)  -0.407
N (-3.376, 2.896, -1.563)  -0.317
C (-3.746, 4.170, -0.950)  -0.429
C (-2.477, 2.113, -1.051)  0.551
O (-1.894, 2.383, 0.054)  -0.681
H (-3.840, 3.333, -3.553)  0.227
H (-5.108, 2.467, -2.658)  0.223
H (-3.645, 1.607, -3.193)  0.229
H (-4.820, 4.180, -0.774)  0.226
H (-3.486, 4.979, -1.632)  0.228
H (-3.215, 4.294, -0.013)  0.247
H (-2.240, 1.196, -1.587)  0.208

Summary:
2S+1 ... 5
Net charge ... +1
Maximum force ... 0.006 hartree/bohr
LUMO (spin up / spin down) ... -3.20 / -5.79 eV
⟨S²⟩ ... 6.033

What is the maximum force in the first record?
0.023 hartree/bohr